[1]
126
Properties=species:S:1:pos:R:3:forces:R:3 method="wB97M-V/def2-TZVPD" e_lumo_ev="1.32 / 1.31" gap_ev="3.17 / 6.25" total_charge=-1 energy_ev=-163345.6723 multiplicity=2
C 4.0281 -34.0495 5.1052 0.357 -1.611 0.845
C 1.0506 -26.3568 -3.4272 -2.349 0.553 -3.013
H 0.3154 -33.7701 -4.2631 -0.057 -0.384 -0.441
H 6.7724 -30.4758 -2.5103 0.222 0.132 0.396
H -3.2074 -32.4533 2.9967 -0.329 0.220 0.605
C -2.0667 -33.7474 0.8259 1.137 -0.604 0.354
H -1.5460 -24.7074 1.7384 0.293 0.081 0.301
H 3.4210 -31.9944 -0.9521 -0.215 0.032 0.636
O -0.5720 -27.5688 -0.0676 -0.256 1.386 -0.866
C -0.0598 -24.1601 0.2185 -0.137 1.754 0.657
H -2.3764 -32.6238 -2.2664 -0.484 -0.216 0.122
C 1.9369 -25.4342 4.3318 -2.233 -0.008 1.724
O -2.3334 -35.0685 1.3391 0.479 0.925 1.536
H 0.6587 -24.9797 0.2333 -0.577 -0.304 -0.002
H -2.9857 -20.8037 -0.0945 -0.100 0.294 -0.251
N -1.3783 -31.4746 1.3344 -0.454 -0.654 -0.203
C 0.2318 -27.6691 -3.7313 0.884 0.444 -0.141
O -2.3873 -22.1467 1.3027 1.797 1.893 1.388
O 5.8072 -32.1652 -3.1367 1.872 -1.022 0.552
S 0.1762 -28.8008 -0.1372 0.589 0.532 1.994
C -4.0810 -32.7146 -4.4783 0.295 1.107 0.993
H 0.8558 -25.7302 2.0360 0.073 0.321 -0.130
N 1.4164 -26.5343 2.2794 -0.362 -1.565 -0.089
H -1.6830 -27.3450 7.1422 1.192 0.063 0.302
H -1.9744 -26.3398 5.7782 0.067 -0.117 -0.588
N 1.3642 -26.2314 -2.0688 0.047 -0.518 1.201
C -1.4793 -32.7919 1.9540 0.960 -0.786 -0.880
H -1.9234 -33.8777 -3.4913 -0.199 -0.166 -0.030
H 2.8109 -30.4061 4.6464 0.033 -0.116 0.251
H 0.3757 -23.3704 0.8307 0.235 0.211 0.197
C 3.5150 -32.2242 3.8063 -0.140 0.268 1.328
H 0.4731 -26.1652 -1.5978 -0.346 0.686 0.416
O -0.0991 -27.3454 5.6268 -0.572 0.764 0.421
O 3.3850 -32.8417 5.0836 -0.464 0.546 -0.227
H -0.2699 -32.5345 -5.4597 -0.332 -0.303 0.090
H -1.6993 -29.3050 -4.7776 -0.102 -0.062 0.323
H 2.9725 -26.9679 -4.1808 0.568 0.284 0.486
N -2.0669 -25.4915 -0.0490 -0.662 -0.404 -0.667
H -3.5271 -23.5658 0.8616 -0.127 -1.490 -0.562
H 4.8701 -31.0895 -0.3816 0.209 -0.461 -0.213
H -4.5539 -32.1207 -5.2603 -0.060 -0.263 -0.050
H 2.7795 -29.6499 -3.7263 0.663 -0.136 -0.278
C -2.5311 -23.2828 0.5210 -1.205 0.146 0.050
H -1.3069 -33.8555 0.0519 0.600 0.059 -0.010
H -1.7807 -32.2070 4.0568 0.244 0.638 -0.486
C -1.5040 -24.4106 0.6904 0.080 0.237 0.074
N 2.7317 -30.2751 2.5816 -0.494 -0.384 0.143
O 1.4806 -28.5771 -0.8093 1.387 -0.670 -0.397
N 0.1882 -32.0149 -2.2136 1.481 -1.630 2.511
Cu 2.9068 -27.9427 0.7659 -1.467 -0.043 0.166
H -4.0766 -33.7810 -4.7038 0.301 -0.090 -0.217
H 3.3749 -32.9909 3.0443 -0.519 0.175 -0.447
H 6.9954 -30.7917 -4.1623 0.485 -0.447 -0.463
H 1.4861 -27.2065 -1.8355 1.132 -0.113 0.715
H 4.5535 -31.1188 -4.2818 -0.349 0.129 -0.441
C 3.8903 -31.0156 -0.8535 0.708 0.142 -0.942
C -1.0405 -28.7994 -5.4836 0.039 -0.354 1.332
H -2.2804 -33.7667 3.7221 -0.011 -0.398 -0.543
H -1.8469 -28.1933 5.6697 -1.213 0.384 -0.278
O -2.8121 -32.1164 -4.2538 0.571 -1.193 -0.177
H -1.9581 -25.2668 -1.0277 -0.430 0.246 -0.549
H 1.0659 -28.3690 -3.7817 -0.217 -0.954 -0.278
C 4.0477 -30.5125 -2.3039 0.840 -1.320 -0.695
C -2.2004 -32.7928 3.2391 -2.185 -0.025 0.897
H 4.6602 -29.6114 -2.3358 0.604 -0.041 0.066
N 2.7933 -30.2510 -2.9148 -2.381 0.723 0.498
H -0.3903 -27.9326 -2.8760 -0.229 -0.001 0.038
H -0.5262 -33.1789 2.3145 0.720 -0.450 -1.023
H -0.4368 -27.9911 3.5834 0.248 -1.114 0.550
O -0.5176 -27.6072 -4.9312 0.184 0.973 -0.364
C 6.9409 -31.3022 -3.2008 -1.670 0.430 0.745
H -3.3539 -36.8393 1.1612 0.517 -0.073 0.268
C -2.0176 -32.8129 -3.2782 1.568 1.992 -0.088
C -0.0889 -27.1858 4.2303 2.017 1.361 -1.270
H -0.6967 -30.8261 1.7018 0.070 -0.100 0.496
H 1.2205 -32.3570 -4.6093 0.034 0.496 0.412
H -2.8604 -33.2846 0.2394 -0.894 0.007 0.666
H -1.4280 -26.2717 0.0079 -0.466 -0.040 0.413
H 4.9320 -34.0254 4.4966 0.374 -0.162 0.300
H -3.7378 -35.6036 0.0390 -0.219 -0.186 -0.647
H 1.6512 -25.4607 5.3833 0.335 -0.123 0.435
H 0.4148 -25.5241 -3.7279 -0.483 0.185 0.053
H 3.3768 -30.3264 -0.1831 -0.629 -0.039 -0.361
H -1.0900 -31.5934 0.3737 -0.148 0.118 -0.107
H -2.9191 -20.1698 1.5615 0.178 -0.233 0.108
H 1.0311 -31.5464 -2.5141 0.394 -0.001 0.339
O 0.5195 -29.0881 1.2533 0.500 -1.408 1.494
H 7.8090 -31.8612 -2.8513 -0.013 0.047 -0.567
H -4.2482 -21.2212 1.0579 -0.256 -0.227 0.105
H 4.1787 -34.3669 6.1370 0.796 0.596 0.272
C -0.5893 -32.1222 -3.3488 -1.800 1.079 -2.804
H -0.2289 -29.5018 -5.6734 0.076 -0.125 -0.508
C 1.3621 -26.7476 3.7224 1.663 1.555 0.811
H 1.3060 -24.6012 4.0217 0.172 0.265 -0.592
H 0.9433 -32.0258 4.8686 -0.106 0.000 -0.022
H 1.7898 -29.9386 2.4414 -0.172 1.061 -0.399
C 0.1964 -32.7107 -4.4904 0.538 -1.008 -0.288
H -1.6807 -28.5995 -6.3429 0.542 0.345 -0.192
C -1.4667 -27.2567 6.0775 0.155 -1.348 -0.331
H 0.9989 -32.2237 3.1098 -0.404 -0.114 -0.005
H 2.1590 -27.4610 3.9325 -0.546 -0.762 0.233
H 0.8463 -27.3280 2.0243 -0.301 -0.345 -1.428
Cu -2.5289 -28.7334 -0.3455 -0.931 -0.054 -0.073
H 4.5378 -31.8594 3.7114 0.209 0.195 -0.159
H 2.5735 -25.1476 -4.0197 0.841 -0.266 -0.269
H 3.8867 -32.4887 -3.3736 -0.346 0.348 0.322
H -2.6437 -23.0073 -0.5276 0.294 0.011 -0.481
C 2.5327 -31.0655 3.8243 1.657 0.775 -0.518
H -0.0528 -23.7364 -0.7858 -0.137 -0.197 -0.257
C 4.5489 -31.6248 -3.3164 0.653 1.346 0.442
H 2.9851 -25.1357 4.3173 -0.001 -0.663 -0.678
H -0.7217 -31.0927 -3.6815 -1.233 0.325 -0.312
H 2.0113 -26.2046 -5.3616 -0.268 0.296 -0.062
H -2.1969 -36.4748 -0.1849 0.118 -0.165 -0.055
C -2.8919 -36.0655 0.5482 -0.876 1.137 -0.659
C 2.2592 -26.1526 -4.3015 -0.296 -0.496 -0.363
C 1.1290 -31.5122 3.9252 -0.697 -0.827 0.158
H -0.7777 -26.4274 3.8583 -0.132 0.821 0.504
H 3.4506 -34.9276 4.8162 -0.648 0.145 -1.049
O -0.6617 -29.7959 -0.7521 0.072 -1.077 -1.047
H -4.6089 -32.5518 -3.5387 -0.685 -0.286 -0.021
H -0.2126 -31.4502 -1.4784 -0.134 0.104 -0.330
H 2.2461 -29.7263 -2.2475 -0.532 0.095 0.221
H 0.4073 -30.7060 3.7942 0.055 0.099 0.093
H 2.6870 -30.9822 1.8619 0.488 -0.287 -0.674
C -3.1792 -21.0358 0.9528 0.371 -0.555 -0.495

---

[2]
62
Properties=species:S:1:pos:R:3:forces:R:3 method="wB97M-V/def2-TZVPD" e_lumo_ev="-2.06 / -7.83" gap_ev="8.83 / 3.06" e_above_lowest_kcal_mol=6.2 total_charge=+1 energy_ev=-47175.0989 multiplicity=2
N 3.7094 -0.3493 -1.8153 2.097 -2.058 -4.311
H 0.6066 2.3820 -4.6359 0.593 -0.435 0.157
H -1.6790 2.4551 4.5138 -0.473 -0.308 0.061
H 2.7144 1.5392 -0.7515 0.451 -0.344 0.053
H 3.5297 -2.1172 2.9223 -0.311 0.200 -0.181
H 2.8631 0.7998 0.7867 -0.636 0.269 0.219
H -2.2566 1.7935 -3.2235 -0.399 0.617 -0.551
N -0.9975 -0.3734 3.6129 1.533 -6.062 -0.064
H 4.1708 -1.2175 -2.0463 -0.073 0.276 -0.937
N 2.9234 -1.3245 2.7672 -1.903 -4.830 -0.889
H -0.2458 -0.8153 3.1033 -0.354 -0.109 0.058
N 0.6469 1.7239 -3.8708 5.760 0.352 -2.100
C 0.7090 -2.9246 -2.7963 -1.710 -2.286 3.778
N -2.5300 -1.2598 -1.6321 2.931 0.566 -3.441
H -2.2481 0.8701 5.0702 0.121 0.766 0.246
H -1.8401 -0.5390 -1.7886 0.219 -0.337 -0.340
H 0.4673 -4.5998 -3.9413 0.004 -0.450 0.466
N -2.3591 3.9852 1.9595 0.426 2.338 4.481
H 0.5170 0.3982 0.8358 0.289 0.446 0.364
H 4.8395 -0.8908 3.9766 0.136 0.528 -0.051
C 3.1208 -0.4641 -0.6585 0.605 0.675 -1.781
C 3.1530 -0.1282 3.1555 2.079 0.722 0.683
H -1.3285 2.6157 -4.4846 -0.570 -0.285 0.249
H -1.2640 -0.8169 4.4803 0.258 0.105 -0.223
H -1.7038 2.0825 0.9632 0.016 0.088 -0.154
H -3.8326 -2.8516 -1.2287 -1.692 -0.517 0.652
O -2.8446 -0.5808 0.4153 1.529 3.476 4.567
C -0.3819 1.4739 -3.1577 0.416 0.766 -0.522
F 0.4387 -2.5906 1.6622 0.049 -0.488 0.089
H 3.8024 0.4718 -2.3960 0.294 -0.289 0.571
H -1.6995 3.3182 2.3337 0.088 0.377 0.285
H 0.3676 -4.8793 -2.1919 0.137 0.249 -0.327
H -2.9243 4.5365 2.5893 0.333 0.011 0.167
N -4.0020 -2.2060 -0.4706 -3.377 -4.099 0.770
N -1.7874 1.4585 4.3908 -1.900 1.915 2.815
C -1.1355 0.8746 3.4345 -0.106 3.628 -1.912
O 2.3798 0.7435 2.8696 -1.436 2.873 -0.333
C -2.9896 3.6002 0.8930 -1.381 0.595 -1.853
H -4.7954 -2.0865 0.1428 0.159 -0.787 -0.233
H -2.6178 2.1959 -0.4551 -0.077 0.065 0.181
O 0.7064 -2.4833 -1.6156 0.410 -0.042 -1.952
H 0.5128 -2.3818 -4.8088 0.165 0.280 0.363
O -3.9973 4.0800 0.4119 -0.635 0.210 -0.108
H 0.2419 -1.1851 0.5528 -0.346 -0.269 -0.065
N 4.3363 -0.0346 3.7925 1.185 1.120 0.850
H 1.9739 -1.4632 2.4520 0.633 -0.479 -0.140
C -3.0629 -1.3479 -0.4452 -0.118 1.115 -1.945
H 4.8365 0.8423 3.7608 -0.096 -0.245 0.270
H 1.5065 1.3686 -3.4771 0.217 0.575 -0.539
O -0.7714 1.5079 2.4423 1.075 -0.078 -0.590
N 2.8124 0.6885 -0.2159 -2.476 5.813 3.874
N -0.0413 -0.2495 0.2984 1.175 0.198 0.098
N 0.4914 -4.2692 -2.9872 0.336 0.726 -0.859
H 0.2055 -0.1351 -0.6743 -0.111 0.188 -0.616
N -2.2288 2.6804 0.3412 1.059 -3.464 -3.320
O -0.3115 0.9337 -2.1011 -0.533 -2.488 3.545
O 2.9367 -1.4776 -0.0956 -0.332 -4.233 2.388
H -1.0097 -0.0237 0.4752 -1.028 -0.390 0.026
H -2.8028 -1.9112 -2.3542 0.458 0.634 -0.103
N -1.4166 1.9040 -3.7734 -5.578 0.928 -0.519
N 0.7341 -2.1336 -3.8552 0.558 1.171 -0.191
H 0.8520 -1.2128 -3.4572 -0.145 0.513 -1.176